<w>
4 unconnected molecules or ions with the total composition C4H16O4. Source: OMol25; level of theory: wB97M-V/def2-TZVPD.

```
24
Properties=species:S:1:pos:R:3
C 0.951 2.991 -0.560
O 0.619 3.091 0.808
H 1.674 3.764 -0.815
H 1.388 2.028 -0.845
H 0.056 3.159 -1.174
H -0.111 2.475 0.977
C 0.071 -1.915 3.302
O 0.754 -1.323 2.207
H 0.513 -1.672 4.271
H -0.954 -1.554 3.273
H 0.060 -3.006 3.221
H 1.673 -1.605 2.219
C 0.094 -0.907 -3.254
O 1.506 -0.843 -3.355
H -0.295 -1.928 -3.321
H -0.265 -0.447 -2.338
H -0.360 -0.357 -4.091
H 1.807 -1.503 -3.981
C -1.849 -0.149 0.374
O -0.827 0.647 0.975
H -2.256 0.452 -0.435
H -1.458 -1.102 0.014
H -2.621 -0.362 1.121
H -0.169 0.068 1.407
```

As for the multiplicity: 1. The value obtained for the HOMO-LUMO gap is 10.00 eV. Its SMILES is CO.CO.CO.CO. Its highest occupied orbital energy is -0.3470 hartree.

---

<x>
5 unconnected molecules or ions with the total composition C4H16O4. Source: OMol25; level of theory: wB97M-V/def2-TZVPD.

```
24
Properties=species:S:1:pos:R:3
C -1.977 -1.229 0.190
C -1.088 -0.211 0.179
C -1.020 0.498 1.432
C -2.119 -1.916 -1.213
H -2.490 -1.737 1.115
H -0.556 0.286 -0.585
H -1.885 1.156 1.679
H -0.952 -0.191 2.385
H -0.031 1.065 1.429
H -1.168 -1.659 -1.927
H -2.949 -1.539 -1.713
H -2.133 -3.069 -1.128
H 2.577 1.664 -2.709
H 1.270 1.445 -2.291
O 2.166 1.241 -2.018
H 2.032 -1.779 2.922
H 0.764 -1.352 3.626
O 1.077 -2.049 2.992
H 0.091 2.978 -1.425
H -1.008 2.126 -2.140
O -0.265 2.815 -2.234
H 2.673 0.662 -0.046
H 3.916 0.220 0.661
O 3.075 0.573 0.820
```

As for the multiplicity: 1. The value obtained for the HOMO-LUMO gap is 9.55 eV. Its SMILES is C/C=C/C.O.O.O.O. Its highest occupied orbital energy is -0.3325 hartree.

---

Most favorable first, least favorable last: <w>, <x>